[1]
The following is a quantum chemistry calculation of C33H42Ge2N2NiP as an isolated structure, from the Open Molecules 2025 dataset.

Geometry (Å):
Ni: 0.952335 0.239684 0.734731
C: -0.133247 3.565282 3.315495
C: 0.340492 2.834430 2.221006
N: 0.339735 1.511595 2.197923
C: -0.126407 0.841762 3.280239
C: -0.627093 1.485239 4.413266
C: -0.620860 2.892814 4.408658
C: -1.117160 0.695963 5.509774
C: -1.090557 -0.652962 5.459657
C: -0.565008 -1.338619 4.311010
C: -0.489039 -2.740075 4.208280
C: 0.047412 -3.308762 3.079790
C: 0.503999 -2.478253 2.051292
N: 0.434282 -1.160314 2.116383
C: -0.088158 -0.593018 3.230916
H: -0.107655 4.644855 3.285265
H: 0.723821 3.337296 1.341621
H: -0.999128 3.433488 5.267029
H: -1.507476 1.207475 6.379677
H: -1.458326 -1.242682 6.288905
H: -0.848147 -3.357868 5.021689
H: 0.128343 -4.380852 2.974637
H: 0.940080 -2.897735 1.152449
C: 2.108016 -0.705916 -3.120666
C: 2.667097 -1.479185 -1.929136
P: 2.891304 -0.448303 -0.436966
C: 3.975870 -1.382823 0.715123
C: 4.973997 -2.365131 0.102816
C: 3.824637 1.025870 -0.979341
C: 5.179566 0.765155 -1.633414
H: 1.915963 -1.387552 -3.948346
H: 2.806684 0.052465 -3.471801
H: 1.163994 -0.214394 -2.879893
H: 3.630724 -1.924576 -2.182070
H: 1.998669 -2.302197 -1.662348
H: 3.320863 -1.911290 1.412743
H: 4.491676 -0.622442 1.309588
H: 4.467598 -3.197504 -0.384890
H: 5.602764 -2.781599 0.888756
H: 5.627797 -1.892428 -0.627729
H: 3.944681 1.657267 -0.094060
H: 3.161034 1.575303 -1.653252
H: 5.890425 0.345932 -0.922736
H: 5.599084 1.700361 -2.001868
H: 5.101287 0.083312 -2.480659
C: -3.196582 -1.475979 1.176425
Ge: -3.249881 0.244843 0.273081
C: -3.324359 1.770728 1.481167
C: -4.490330 0.390774 -1.206954
Ge: -0.807154 0.295634 -0.934688
C: -1.354468 -1.214141 -2.018758
C: -0.980393 -2.500857 -1.614185
C: -1.313010 -3.610863 -2.372417
C: -2.034959 -3.448955 -3.548524
C: -2.424034 -2.180635 -3.960176
C: -2.091381 -1.070777 -3.198571
C: -0.933817 1.963809 -1.922611
C: -0.698237 2.022129 -3.299275
C: -0.718180 3.237595 -3.968072
C: -0.985743 4.409968 -3.275070
C: -1.230965 4.368933 -1.908750
C: -1.196527 3.155909 -1.239211
H: -4.127253 -1.589524 1.737266
H: -2.363927 -1.532207 1.876989
H: -3.119655 -2.285038 0.452788
H: -4.213572 1.645679 2.104141
H: -3.423417 2.698048 0.920117
H: -2.455683 1.828726 2.134671
H: -5.478660 0.595508 -0.788692
H: -4.528431 -0.532658 -1.779008
H: -4.215092 1.218829 -1.858958
H: -0.420285 -2.632109 -0.692840
H: -1.014755 -4.600994 -2.053536
H: -2.297704 -4.313043 -4.144016
H: -2.987877 -2.058868 -4.875410
H: -2.407477 -0.087817 -3.527024
H: -0.495943 1.116626 -3.859564
H: -0.530486 3.270305 -5.033088
H: -1.009784 5.355187 -3.800435
H: -1.452234 5.282420 -1.372290
H: -1.403715 3.133748 -0.174062

Atoms 1-2, force components in eV/Å:
-0.0099 0.0141 0.0215
0.0043 -0.0210 0.0070

Results
DFT total energy   -201234.339 eV
Gap between HOMO and LUMO (spin up / spin down)   6.63 / 6.34 eV
2S+1   4
Total charge   +2
LUMO (spin up / spin down)   -5.985 / -7.681 eV
Relative energy (zero: lowest compared OMol25 entry of this formula, charge and spin)   8.2 kJ/mol
<S²>   3.767

=====

[2]
The following is a quantum chemistry calculation of C20H24Cl3N5O3PRhS2 as an isolated structure, from the Open Molecules 2025 dataset.

Geometry (Å):
Rh: 0.753799 0.332413 0.795294
C: -1.942831 -1.610417 -1.890926
C: -1.344651 -1.094390 -0.617820
N: -0.367833 -0.232408 -0.707129
N: -0.036273 0.264513 -1.966161
C: 1.196961 0.611381 -2.086657
S: 2.350861 0.566810 -0.759382
S: 1.882195 1.212380 -3.551501
C: 0.586254 0.947575 -4.796529
C: 0.264838 -0.488045 -5.113045
C: -1.062618 -0.890722 -5.184577
C: -1.386160 -2.194591 -5.537253
C: -0.379965 -3.106975 -5.813262
C: 0.949714 -2.708699 -5.747952
C: 1.270286 -1.405207 -5.405203
C: -1.885469 -1.586676 0.654603
C: -2.814955 -2.648873 0.581562
C: -3.460247 -3.155009 1.681995
C: -3.205603 -2.594439 2.929222
C: -2.303965 -1.561282 3.044054
C: -1.618826 -1.050129 1.935975
O: -0.742665 -0.060132 2.166378
H: -1.493532 -1.143588 -2.755840
H: -3.019347 -1.440688 -1.892221
H: -1.772411 -2.685733 -1.957867
H: 1.021260 1.452922 -5.662140
H: -0.303388 1.501409 -4.502201
H: -1.850378 -0.172340 -4.985052
H: -2.424294 -2.493105 -5.606945
H: -0.628463 -4.121969 -6.092976
H: 1.737601 -3.413219 -5.978680
H: 2.309243 -1.099206 -5.366205
H: -3.035660 -3.093293 -0.375216
H: -4.156539 -3.973765 1.574665
H: -3.703875 -2.972502 3.811986
H: -2.098645 -1.145386 4.022739
N: -0.400957 1.390963 4.324896
C: 0.800078 2.220196 4.027142
P: 2.139860 0.989041 3.794368
O: 2.043014 0.031785 4.924409
O: 2.139376 0.483588 2.369031
C: 3.771137 1.811060 4.045232
N: 4.686169 0.643957 4.313214
H: -0.154214 0.694643 5.037883
H: -0.663718 0.861422 3.394905
H: -1.185426 1.950913 4.653870
H: 1.022041 2.871944 4.871488
H: 0.598773 2.821331 3.142656
H: 3.767215 2.422559 4.945706
H: 4.148819 2.378231 3.198587
H: 4.773521 0.049798 3.483805
H: 4.252030 0.066262 5.049556
H: 5.622114 0.933722 4.601532
Cl: 0.176963 5.373490 -0.935142
C: -0.936041 4.482212 0.091340
Cl: -1.095827 5.247475 1.680762
Cl: -2.504470 4.272871 -0.673335
C: -0.365090 3.144641 0.318077
N: 0.080215 2.111283 0.494282

Atoms 1-2, force components in eV/Å:
-0.2500 -0.1854 -0.1441
-0.0335 0.0137 -0.0065

Results
DFT total energy   -106244.057 eV
Gap between HOMO and LUMO (spin up / spin down)   6.12 / 6.12 eV
2S+1   1
Total charge   +2
LUMO (spin up / spin down)   -6.822 / -6.821 eV
Relative energy (zero: lowest compared OMol25 entry of this formula, charge and spin)   28.4 kJ/mol

=====

[3]
The following is a quantum chemistry calculation of a 4-piece molecular cluster, C4H16O3S overall, from the Open Molecules 2025 dataset.

Geometry (Å):
C: 1.403029 -1.775516 1.465775
C: 1.778191 -0.778734 0.375011
C: 0.460102 -0.230502 -0.207871
S: 0.245477 -0.656305 -2.004839
C: -1.327207 -1.647610 -1.860056
H: 0.645599 -1.313291 2.217539
H: 1.086793 -2.765354 1.125472
H: 2.342532 -1.858716 2.065010
H: 2.160289 -1.096462 -0.582224
H: 2.308940 0.025683 0.759521
H: 0.556874 0.775861 -0.501642
H: -0.567529 -0.310259 0.290443
H: -1.510217 -1.775697 -2.940697
H: -0.951635 -2.573839 -1.442172
H: -1.873052 -1.060288 -1.125026
H: -2.253339 5.264506 -1.890976
H: -3.278907 6.212110 -1.480722
O: -2.352946 6.097184 -1.510873
H: 0.339339 -3.961327 3.352917
H: -1.105495 -3.502033 2.989991
O: -0.446202 -3.516354 3.772723
H: 0.729128 2.697904 -0.780133
H: 0.447508 4.169332 -0.916981
O: 1.162734 3.579705 -1.170197

Atoms 1-2, force components in eV/Å:
1.1390 0.7871 1.8505
-3.8278 -0.8402 -0.8083

Results
SMILES   CCCSC.O.O.O
DFT total energy   -21383.032 eV
Gap between HOMO and LUMO   8.97 eV
2S+1   1
LUMO   0.420 eV
Relative energy (zero: lowest compared OMol25 entry of this formula, charge and spin)   237.5 kJ/mol

=====

[4]
The following is a quantum chemistry calculation of a single C4H4O2 molecule, from the Open Molecules 2025 dataset.

Geometry (Å):
O: 1.361385 -1.064096 -0.388239
C: 0.157341 -0.530838 -0.871679
C: -0.268900 0.688551 -0.047638
C: -0.270113 1.905290 -0.512821
C: -0.760010 0.421781 1.351322
O: -1.342422 -0.595677 1.624869
H: 2.073066 -0.446913 -0.600836
H: -0.608967 -1.294597 -0.720444
H: 0.206392 -0.283024 -1.938266
H: -0.547772 1.199524 2.103731

Atoms 1-2, force components in eV/Å:
0.2212 0.1530 -0.0377
-0.2958 0.0168 -0.2141

Results
DFT total energy   -8303.151 eV
Gap between HOMO and LUMO   9.49 eV
2S+1   1
LUMO   -1.176 eV
Relative energy (zero: lowest compared OMol25 entry of this formula, charge and spin)   378.9 kJ/mol

=====

[5]
The following is a quantum chemistry calculation of C31H29FN8O3V as an isolated structure, from the Open Molecules 2025 dataset.

Geometry (Å):
V: 0.027247 0.350822 3.713224
N: 4.305719 -0.497417 3.068678
C: 3.188226 0.093303 3.495981
N: 2.026586 -0.478413 3.543331
C: 1.904571 -1.826998 3.138542
N: 0.803130 -2.467095 3.247186
N: -0.259820 -1.734049 3.796561
C: -0.046158 -1.392852 5.045954
C: -1.020530 -0.539184 5.773433
C: -2.212380 -0.903901 6.375662
C: -2.920717 0.086787 7.034629
C: -2.442726 1.393933 7.036051
C: -1.285730 1.687376 6.344013
N: -0.584526 0.729186 5.731742
C: 3.073926 -2.477947 2.537564
C: 3.022060 -3.763680 1.999603
C: 4.163052 -4.342675 1.482520
C: 5.372203 -3.648368 1.497165
C: 5.442245 -2.372508 2.020803
C: 4.287953 -1.796023 2.536763
H: 5.169796 0.019856 3.091753
H: 3.280338 1.123234 3.821176
H: 0.849940 -1.702169 5.579814
H: -2.547051 -1.930913 6.347291
H: -3.840382 -0.154482 7.550429
H: -2.978907 2.178783 7.549629
H: -0.903642 2.695235 6.253487
H: 2.078592 -4.290971 2.010392
H: 4.122893 -5.342856 1.074085
H: 6.265114 -4.110285 1.098818
H: 6.378757 -1.829123 2.035598
F: 0.758244 -1.967612 -3.037408
C: 0.102728 -0.906467 -2.529779
C: 0.173228 -0.641720 -1.195759
C: -0.484204 0.486182 -0.686702
C: -0.447076 0.755287 0.738720
O: 0.183424 0.021911 1.539951
C: -1.196906 1.885662 1.176777
C: -1.866426 2.667297 0.298574
N: -1.853039 2.442868 -1.038695
C: -2.622621 3.310476 -1.907670
C: -2.539997 4.790979 -1.697526
C: -1.895692 4.170892 -2.900438
C: -1.200133 1.333622 -1.547639
C: -1.276738 1.011655 -2.914493
C: -0.642112 -0.104116 -3.410631
N: -0.739971 -0.404147 -4.803123
C: 0.329444 0.185848 -5.612300
C: 0.101241 -0.205228 -7.078524
N: -1.356468 -0.516658 -7.250031
C: -1.727086 -1.782360 -6.515028
C: -0.970583 -1.795126 -5.181608
C: -1.136063 1.960571 2.673270
O: -1.935727 1.229783 3.315498
O: -0.071379 2.413023 3.186430
H: 0.727524 -1.285715 -0.526160
H: -2.450111 3.518860 0.617341
H: -3.580568 2.892614 -2.193631
H: -1.877566 5.157253 -0.925949
H: -3.449865 5.357612 -1.826410
H: -0.815514 4.113897 -2.895995
H: -2.352351 4.319787 -3.868619
H: -1.860161 1.620922 -3.588494
H: 1.325388 -0.160678 -5.310800
H: 0.299565 1.268806 -5.491979
H: 0.641006 -1.107750 -7.358180
H: 0.374403 0.591733 -7.765538
H: -1.604306 -0.592741 -8.236346
H: -1.898046 0.249611 -6.846980
H: -1.452737 -2.620543 -7.152364
H: -2.806635 -1.767654 -6.383617
H: -0.042926 -2.367769 -5.270862
H: -1.582989 -2.287481 -4.429177

Atoms 1-2, force components in eV/Å:
0.0075 -0.2456 0.4787
-0.0110 0.0223 0.0156

Results
DFT total energy   -79072.947 eV
Gap between HOMO and LUMO (spin up / spin down)   7.13 / 6.50 eV
2S+1   2
Total charge   +2
LUMO (spin up / spin down)   -4.862 / -4.860 eV
<S²>   0.778